Entry 1:
{"formula": "C14H30BiO4PS3", "method": "ωB97M-V/def2-TZVPD", "symbols": ["Bi", "C", "C", "S", "C", "C", "S", "C", "C", "S", "H", "H", "H", "H", "H", "H", "H", "H", "H", "H", "H", "H", "C", "C", "O", "H", "H", "H", "C", "C", "O", "P", "O", "C", "C", "O", "C", "C", "H", "H", "H", "H", "H", "H", "H", "H", "H", "H", "H", "H", "H", "H", "H"], "positions_angstrom": [[1.301, -0.756, -1.141], [-2.790, -0.068, -1.155], [-2.144, 1.150, -1.813], [-0.350, 1.145, -2.122], [-0.145, 0.754, -3.872], [-0.681, -0.596, -4.328], [0.084, -1.997, -3.463], [-1.327, -3.095, -3.135], [-2.260, -2.743, -1.988], [-3.392, -1.360, -2.271], [-3.682, 0.303, -0.647], [-2.154, -0.497, -0.379], [-2.266, 2.032, -1.185], [-2.595, 1.372, -2.782], [0.926, 0.862, -4.052], [-0.640, 1.552, -4.428], [-0.477, -0.720, -5.390], [-1.756, -0.666, -4.163], [-0.866, -4.070, -2.968], [-1.862, -3.163, -4.083], [-1.712, -2.524, -1.073], [-2.875, -3.619, -1.783], [0.549, -3.883, -0.109], [0.330, -2.431, 0.234], [-0.214, -2.028, 1.211], [1.194, -4.310, 0.663], [1.015, -4.028, -1.083], [-0.406, -4.409, -0.062], [1.586, 0.179, 4.741], [1.013, -0.344, 3.456], [1.543, 0.485, 2.351], [0.871, 0.890, 1.010], [1.490, 2.289, 0.641], [2.869, 2.704, 0.915], [3.871, 1.823, 0.214], [-0.662, 1.150, 1.148], [-1.269, 2.376, 1.729], [-0.962, 2.528, 3.193], [1.214, -0.431, 5.566], [1.287, 1.211, 4.921], [2.674, 0.119, 4.739], [-0.073, -0.286, 3.424], [1.317, -1.366, 3.251], [3.002, 2.701, 1.995], [2.912, 3.727, 0.555], [3.866, 0.801, 0.605], [4.873, 2.218, 0.384], [3.706, 1.811, -0.865], [-2.331, 2.234, 1.552], [-0.907, 3.217, 1.141], [-1.324, 1.676, 3.767], [-1.476, 3.418, 3.558], [0.105, 2.665, 3.374]], "lowdin_charge": [1.35, -0.51, -0.44, 0.79, -0.50, -0.48, 0.79, -0.48, -0.51, 0.94, 0.09, 0.06, 0.08, 0.10, 0.09, 0.11, 0.10, 0.04, 0.08, 0.10, 0.03, 0.09, -0.05, -0.58, 0.02, 0.11, 0.07, 0.10, -0.05, -0.22, -0.24, 0.50, -0.26, -0.21, -0.08, -0.28, -0.19, -0.05, 0.10, 0.08, 0.09, 0.11, 0.11, 0.12, 0.13, 0.07, 0.10, 0.08, 0.13, 0.12, 0.09, 0.10, 0.08], "e_lumo_ev": -7.479, "orbital_gap_ev": 7.16, "e_homo_ev": -14.64, "energy_ha": -2602.40475, "charge": 2, "max_force_ha_per_bohr": 0.0094}



Entry 2:
{"formula": "C14H30F4O15P2S2", "method": "ωB97M-V/def2-TZVPD", "symbols": ["O", "C", "O", "S", "O", "O", "F", "O", "S", "O", "O", "C", "F", "F", "F", "C", "C", "O", "P", "O", "O", "C", "C", "O", "C", "C", "H", "H", "H", "H", "H", "H", "H", "H", "H", "H", "H", "H", "H", "H", "H", "C", "C", "O", "P", "O", "O", "C", "C", "O", "C", "C", "H", "H", "H", "H", "H", "H", "H", "H", "H", "H", "H", "H", "H", "H", "H"], "positions_angstrom": [[5.933, -1.145, 0.671], [5.639, -1.547, 1.737], [4.304, -1.651, 2.149], [3.657, -3.082, 1.873], [2.897, -3.047, 0.687], [4.675, -4.057, 2.021], [2.726, -3.153, 3.097], [6.469, -1.844, 2.787], [7.701, -2.877, 2.552], [8.023, -3.097, 1.187], [7.538, -4.036, 3.353], [9.074, -1.893, 3.298], [9.216, -0.775, 2.606], [8.723, -1.547, 4.526], [10.170, -2.591, 3.292], [-0.441, -0.902, -1.265], [-0.591, 0.308, -2.169], [0.417, 0.352, -3.188], [0.199, -0.509, -4.531], [-1.138, -0.242, -5.073], [1.209, 0.280, -5.532], [0.774, 0.761, -6.803], [0.431, 2.236, -6.737], [1.137, -1.749, -4.293], [2.528, -1.594, -3.934], [2.752, -1.889, -2.468], [-0.391, -1.825, -1.847], [-1.283, -0.965, -0.575], [0.475, -0.839, -0.677], [-1.581, 0.312, -2.625], [-0.493, 1.221, -1.583], [-0.071, 0.180, -7.169], [1.603, 0.602, -7.495], [-0.209, 2.450, -5.882], [-0.075, 2.556, -7.648], [1.338, 2.832, -6.620], [2.903, -0.607, -4.190], [3.069, -2.315, -4.545], [2.442, -1.047, -1.851], [3.812, -2.062, -2.277], [2.185, -2.762, -2.148], [-4.600, 0.243, 5.334], [-4.640, -0.315, 3.923], [-4.895, 0.699, 2.942], [-3.665, 1.589, 2.408], [-2.559, 0.709, 2.013], [-4.291, 2.114, 1.005], [-3.583, 1.959, -0.226], [-4.079, 0.747, -0.987], [-3.858, 2.943, 3.189], [-5.116, 3.653, 3.181], [-5.858, 3.485, 4.488], [-3.899, 1.076, 5.409], [-4.298, -0.533, 6.038], [-5.580, 0.613, 5.635], [-3.705, -0.830, 3.691], [-5.444, -1.045, 3.830], [-2.510, 1.895, -0.049], [-3.763, 2.864, -0.808], [-4.146, -0.132, -0.346], [-3.420, 0.520, -1.823], [-5.080, 0.926, -1.384], [-5.740, 3.354, 2.343], [-4.857, 4.701, 3.035], [-6.349, 2.514, 4.536], [-6.630, 4.250, 4.575], [-5.180, 3.561, 5.339]], "lowdin_charge": [0.26, -0.55, -0.06, 0.62, -0.17, -0.18, -0.07, -0.05, 0.74, -0.19, -0.19, -0.70, 0.17, 0.17, 0.21, -0.06, -0.27, -0.18, 0.45, -0.21, -0.22, -0.28, -0.07, -0.18, -0.24, -0.08, 0.08, 0.07, 0.07, 0.08, 0.12, 0.10, 0.12, 0.08, 0.08, 0.07, 0.11, 0.12, 0.06, 0.08, 0.08, -0.08, -0.27, -0.19, 0.45, -0.22, -0.21, -0.27, -0.06, -0.18, -0.24, -0.07, 0.07, 0.08, 0.07, 0.11, 0.12, 0.09, 0.12, 0.08, 0.05, 0.08, 0.11, 0.12, 0.06, 0.08, 0.08], "e_lumo_ev": -0.240, "smiles": "O=C(OS(=O)(=O)F)OS(=O)(=O)C(F)(F)F.CCOP(=O)(OCC)OCC.CCOP(=O)(OCC)OCC", "orbital_gap_ev": 9.95, "e_homo_ev": -10.19, "energy_ha": -3558.70761, "max_force_ha_per_bohr": 0.0965}



Entry 3:
{"formula": "C14H30N8O16", "method": "ωB97M-V/def2-TZVPD", "symbols": ["C", "N", "O", "O", "H", "H", "H", "C", "N", "O", "O", "H", "H", "H", "C", "N", "O", "O", "H", "H", "H", "C", "N", "O", "O", "H", "H", "H", "C", "N", "O", "O", "H", "H", "H", "C", "N", "O", "O", "H", "H", "H", "C", "N", "O", "O", "H", "H", "H", "C", "N", "O", "O", "H", "H", "H", "C", "C", "C", "C", "C", "C", "H", "H", "H", "H", "H", "H"], "positions_angstrom": [[11.223, -2.892, 12.217], [11.729, -1.510, 12.110], [11.038, -0.720, 11.509], [12.809, -1.269, 12.605], [10.144, -2.841, 12.268], [11.648, -3.378, 13.086], [11.559, -3.422, 11.328], [5.026, -0.330, 19.160], [4.069, 0.777, 18.872], [3.918, 1.065, 17.700], [3.441, 1.252, 19.788], [5.616, -0.554, 18.291], [4.366, -1.172, 19.386], [5.558, -0.092, 20.073], [6.944, -1.104, 15.083], [8.401, -1.369, 15.023], [8.867, -1.875, 14.026], [9.067, -1.096, 16.005], [6.706, -0.494, 14.214], [6.740, -0.549, 15.990], [6.444, -2.060, 15.048], [1.793, -0.893, 14.866], [2.785, -1.608, 15.722], [3.572, -2.364, 15.168], [2.800, -1.358, 16.896], [1.555, 0.030, 15.380], [0.910, -1.506, 14.703], [2.269, -0.741, 13.906], [5.374, 2.772, 15.292], [5.016, 1.740, 14.303], [5.721, 1.604, 13.326], [3.992, 1.115, 14.506], [5.158, 2.374, 16.282], [4.681, 3.605, 15.172], [6.396, 3.089, 15.146], [8.915, -3.079, 19.103], [8.134, -1.915, 19.551], [7.882, -1.062, 18.721], [7.749, -1.892, 20.694], [9.632, -2.791, 18.343], [8.231, -3.834, 18.712], [9.398, -3.541, 19.961], [5.107, -4.835, 14.973], [6.448, -4.633, 15.563], [6.586, -4.882, 16.738], [7.333, -4.238, 14.827], [5.178, -4.797, 13.892], [4.408, -4.084, 15.330], [4.772, -5.830, 15.260], [7.694, -0.034, 10.960], [7.465, 0.031, 9.488], [7.706, -0.970, 8.856], [6.985, 1.051, 9.029], [8.545, -0.669, 11.163], [6.791, -0.499, 11.356], [7.741, 0.990, 11.310], [11.853, -1.248, 19.118], [11.669, -1.287, 17.747], [11.834, -2.475, 17.061], [12.239, -3.615, 17.738], [12.433, -3.566, 19.114], [12.126, -2.416, 19.816], [11.768, -0.319, 19.668], [11.446, -0.399, 17.171], [11.682, -2.498, 15.989], [12.456, -4.551, 17.239], [12.753, -4.467, 19.624], [12.219, -2.410, 20.895]], "lowdin_charge": [0.03, -0.45, 0.06, 0.07, 0.07, 0.09, 0.11, 0.04, -0.43, 0.02, 0.08, 0.06, 0.11, 0.09, 0.07, -0.41, 0.05, 0.07, 0.08, 0.09, 0.07, 0.05, -0.41, 0.02, 0.09, 0.10, 0.10, 0.09, 0.05, -0.43, 0.06, 0.06, 0.07, 0.11, 0.10, 0.05, -0.42, 0.04, 0.08, 0.07, 0.10, 0.10, 0.04, -0.44, 0.07, 0.05, 0.10, 0.06, 0.10, 0.04, -0.45, 0.06, 0.06, 0.07, 0.10, 0.09, -0.09, -0.11, -0.10, -0.09, -0.10, -0.11, 0.11, 0.10, 0.10, 0.10, 0.10, 0.10], "e_lumo_ev": -0.426, "smiles": "C[N+](=O)[O-].C[N+](=O)[O-].C[N+](=O)[O-].C[N+](=O)[O-].C[N+](=O)[O-].C[N+](=O)[O-].C[N+](=O)[O-].C[N+](=O)[O-].c1ccccc1", "orbital_gap_ev": 9.12, "e_homo_ev": -9.55, "energy_ha": -2192.57829, "max_force_ha_per_bohr": 0.0240}



Entry 4:
{"formula": "C14H31Br3NO14S3", "method": "ωB97M-V/def2-TZVPD", "symbols": ["N", "O", "O", "O", "O", "C", "O", "C", "C", "C", "H", "H", "H", "H", "H", "H", "O", "S", "O", "O", "C", "C", "C", "H", "H", "H", "H", "H", "H", "H", "H", "O", "S", "O", "O", "C", "C", "C", "H", "H", "H", "H", "H", "H", "H", "H", "O", "S", "O", "O", "C", "C", "C", "H", "H", "H", "H", "H", "H", "H", "H", "C", "Br", "Br", "Br", "H"], "positions_angstrom": [[0.002, -0.744, 2.112], [-0.879, -0.978, 1.294], [0.684, 0.257, 2.063], [0.322, -1.498, 2.999], [-6.650, -4.259, 4.568], [-5.513, -4.416, 5.022], [-4.550, -3.467, 4.988], [-3.319, -3.910, 5.581], [-3.594, -5.343, 6.018], [-4.973, -5.725, 5.513], [-3.057, -3.330, 6.466], [-2.524, -3.955, 4.837], [-3.576, -5.447, 7.103], [-2.821, -5.974, 5.578], [-5.637, -6.122, 6.280], [-4.832, -6.457, 4.718], [4.075, -2.396, 1.492], [4.654, -3.501, 0.739], [4.809, -4.885, 1.267], [3.908, -3.587, -0.674], [3.282, -2.415, -1.179], [2.840, -2.647, -2.598], [6.391, -2.958, 0.180], [3.988, -1.594, -1.056], [2.444, -2.134, -0.540], [3.701, -3.018, -3.153], [2.625, -1.624, -2.908], [2.067, -3.388, -2.801], [6.773, -3.775, -0.432], [6.929, -2.903, 1.127], [6.249, -1.969, -0.255], [4.152, 2.602, 1.174], [4.057, 3.700, 0.216], [5.224, 4.479, -0.173], [3.572, 3.019, -1.214], [3.973, 3.547, -2.423], [3.262, 2.871, -3.581], [2.504, 4.713, 0.647], [5.041, 3.438, -2.612], [3.684, 4.598, -2.404], [2.268, 2.517, -3.306], [3.825, 2.015, -3.951], [3.119, 3.480, -4.473], [2.614, 5.121, 1.652], [1.782, 3.897, 0.632], [2.384, 5.442, -0.154], [-2.898, 5.816, -1.157], [-3.979, 4.883, -1.578], [-5.077, 4.477, -0.661], [-4.635, 5.246, -3.066], [-4.278, 6.522, -3.687], [-4.506, 6.294, -5.152], [-3.247, 3.350, -2.191], [-3.209, 6.683, -3.540], [-4.874, 7.299, -3.208], [-4.252, 7.158, -5.766], [-5.575, 6.157, -5.320], [-3.925, 5.435, -5.488], [-3.198, 2.637, -1.368], [-2.182, 3.503, -2.363], [-3.769, 2.948, -3.060], [-1.065, -5.763, 0.671], [0.162, -6.657, 1.894], [-2.896, -6.446, 1.042], [-0.719, -6.119, -1.277], [-1.155, -4.700, 0.897]], "lowdin_charge": [-0.74, -0.09, -0.08, -0.07, 0.07, -0.46, 0.04, -0.13, -0.17, -0.08, 0.13, 0.13, 0.11, 0.11, 0.12, 0.12, -0.28, 0.67, -0.33, -0.27, -0.29, -0.06, -0.09, 0.11, 0.13, 0.07, 0.08, 0.08, 0.06, 0.05, 0.05, -0.28, 0.68, -0.32, -0.27, -0.33, -0.07, -0.06, 0.12, 0.11, 0.08, 0.07, 0.07, 0.06, 0.07, 0.06, -0.32, 0.71, -0.31, -0.31, -0.26, -0.08, -0.12, 0.11, 0.12, 0.08, 0.08, 0.09, 0.07, 0.06, 0.07, -1.48, 0.54, 0.46, 0.48, -0.01], "e_lumo_ev": 1.765, "orbital_gap_ev": 5.80, "e_homo_ev": -4.03, "energy_ha": -10576.56857, "charge": -1, "max_force_ha_per_bohr": 0.0835}